1.
The following is a DFT calculation (ωB97M-V with the def2-TZVPD basis set) of C40H70BaIN10 as an isolated structure in a non-equilibrium geometry.

Values from the calculation:
2S+1 = 1
net charge = +1
Kohn-Sham gap = 7.66 eV
lowest unoccupied orbital energy = -3.0 eV
HOMO energy = -10.6 eV

Positions of all 122 atoms, in Å:
Ba  -21.8915  -20.7389  -28.5264
I  -21.3776  -24.2655  -29.2554
C  -21.6540  -20.9418  -34.7396
C  -21.1002  -22.1083  -33.9376
C  -22.1053  -22.7395  -32.9952
C  -22.6937  -21.8933  -31.9542
N  -23.2185  -21.2091  -31.1468
H  -20.8960  -20.1722  -34.8856
H  -22.5196  -20.5738  -34.1887
H  -21.9767  -21.2705  -35.7275
H  -20.1985  -21.7393  -33.4488
H  -20.6689  -22.8812  -34.5738
H  -21.5917  -23.5495  -32.4773
H  -22.9314  -23.0810  -33.6190
C  -16.7096  -20.8034  -32.7202
C  -17.6325  -19.5792  -33.0425
C  -18.1171  -18.8413  -31.7900
C  -19.1953  -19.6251  -31.1154
N  -20.0182  -20.1896  -30.5125
H  -15.7428  -20.4734  -32.3401
H  -16.5541  -21.4980  -33.5458
H  -17.2591  -21.3011  -31.9212
H  -18.5005  -19.9501  -33.5877
H  -17.0946  -18.8800  -33.6827
H  -18.6250  -17.8963  -31.9828
H  -17.2925  -18.6238  -31.1113
C  -21.7962  -29.5908  -31.8006
C  -21.4219  -28.1110  -31.9092
C  -22.6113  -27.1198  -31.7023
C  -23.8264  -27.4696  -32.4369
N  -24.7866  -27.6665  -32.9959
H  -22.3922  -29.9157  -32.6534
H  -22.2475  -29.8520  -30.8434
H  -20.9086  -30.2229  -31.7726
H  -21.0031  -27.9750  -32.9063
H  -20.5814  -27.8837  -31.2534
H  -22.2395  -26.1142  -31.8986
H  -22.8114  -27.1094  -30.6309
C  -17.0257  -24.2138  -33.2431
C  -18.0687  -24.3547  -32.0724
C  -17.8579  -25.7014  -31.2623
C  -17.8178  -26.9457  -32.0881
N  -17.8067  -27.8918  -32.7297
H  -17.2793  -23.4327  -33.9599
H  -16.9343  -25.1536  -33.7875
H  -16.0190  -24.0985  -32.8415
H  -19.0928  -24.4521  -32.4327
H  -17.9743  -23.5133  -31.3860
H  -18.7211  -25.6929  -30.5967
H  -16.9619  -25.6358  -30.6451
C  -20.7423  -24.7642  -23.7652
C  -22.2426  -24.5911  -23.6005
C  -22.5970  -23.0528  -23.6721
C  -22.1264  -22.3357  -24.8725
N  -21.8095  -21.7872  -25.8169
H  -20.1314  -24.2895  -22.9973
H  -20.3961  -24.4728  -24.7568
H  -20.4136  -25.8024  -23.7187
H  -22.4801  -24.9776  -22.6094
H  -22.7620  -25.2159  -24.3271
H  -22.1346  -22.5691  -22.8117
H  -23.6759  -22.9125  -23.6068
C  -28.1216  -21.3966  -27.0601
C  -27.3923  -20.2276  -26.4542
C  -26.0411  -20.7055  -25.8583
C  -25.1661  -21.3289  -26.8262
N  -24.4712  -21.8499  -27.6031
H  -27.7038  -21.7813  -27.9905
H  -29.1325  -21.0296  -27.2374
H  -28.2138  -22.2914  -26.4445
H  -28.0352  -19.7314  -25.7272
H  -27.2789  -19.4049  -27.1602
H  -26.2100  -21.4761  -25.1062
H  -25.4530  -19.8821  -25.4530
C  -26.7314  -23.4420  -32.2706
C  -25.5686  -24.2134  -31.5697
C  -25.3566  -23.8984  -30.1020
C  -26.5261  -24.2730  -29.2800
N  -27.4537  -24.5301  -28.6381
H  -27.6587  -23.7301  -31.7754
H  -26.8172  -23.6631  -33.3344
H  -26.7185  -22.3521  -32.2544
H  -24.6376  -24.0288  -32.1057
H  -25.6982  -25.2952  -31.6025
H  -25.1218  -22.8343  -30.0746
H  -24.5244  -24.4703  -29.6916
C  -19.6465  -27.9134  -26.1313
C  -20.0139  -28.6270  -27.3968
C  -19.2305  -28.1823  -28.6735
C  -17.7863  -28.1952  -28.5307
N  -16.6451  -28.2179  -28.4128
H  -18.6161  -28.1401  -25.8575
H  -20.3495  -28.1064  -25.3209
H  -19.6426  -26.8339  -26.2825
H  -21.0480  -28.4308  -27.6800
H  -19.9596  -29.7099  -27.2852
H  -19.5590  -27.1770  -28.9369
H  -19.5294  -28.8246  -29.5019
C  -24.5668  -28.0925  -25.5111
C  -23.8210  -27.5808  -26.8302
C  -24.5472  -26.3466  -27.4357
C  -24.9315  -25.3179  -26.4459
N  -25.2320  -24.5107  -25.7021
H  -23.9269  -28.7993  -24.9827
H  -25.5229  -28.5569  -25.7523
H  -24.7167  -27.3304  -24.7464
H  -23.8221  -28.3624  -27.5899
H  -22.8122  -27.3018  -26.5260
H  -25.4286  -26.6738  -27.9871
H  -23.8305  -25.7864  -28.0363
C  -16.9235  -24.4437  -27.7048
C  -17.9225  -24.4072  -26.5391
C  -18.1442  -23.0297  -25.9462
C  -18.7248  -22.0358  -26.8259
N  -19.1830  -21.2718  -27.5281
H  -16.6451  -25.4245  -28.0905
H  -16.0673  -23.9435  -27.2523
H  -17.1914  -23.8704  -28.5923
H  -17.6065  -25.1291  -25.7860
H  -18.8680  -24.8087  -26.9035
H  -17.2028  -22.5757  -25.6369
H  -18.7601  -23.0346  -25.0470

***

2.
The following is a DFT calculation (ωB97M-V with the def2-TZVPD basis set) of a 12-piece molecular cluster, C40H71F9O31 overall in a non-equilibrium geometry.

Values from the calculation:
2S+1 = 1
Kohn-Sham gap = 9.96 eV
lowest unoccupied orbital energy = 0.6 eV
HOMO energy = -9.4 eV

Positions of all 151 atoms, in Å:
C  7.0628  -1.6302  2.8393
C  6.7494  -0.5709  1.7275
O  6.0526  0.5911  2.1486
C  4.8327  0.5773  2.5858
O  4.1500  -0.3982  2.6915
C  4.3980  1.9560  3.0218
F  4.7816  2.2532  4.2353
F  4.9320  2.8125  2.0584
F  3.0296  2.0523  2.9370
H  6.1007  -2.0154  3.2429
H  7.6696  -1.2989  3.6351
H  7.4605  -2.4444  2.2012
H  6.2754  -1.1230  0.8645
H  7.7190  -0.2280  1.4346
C  0.9677  -3.6280  3.7672
C  2.1487  -2.8803  3.1758
O  2.9696  -2.3936  4.3079
C  2.7360  -1.2400  4.8660
O  1.8752  -0.4508  4.6558
C  3.6637  -0.9883  6.0104
F  2.9998  -1.0336  7.1818
F  4.6994  -1.8600  6.1573
F  4.1626  0.3063  6.0025
H  1.4068  -4.5357  4.1947
H  0.3439  -3.8954  2.9158
H  0.3515  -3.1228  4.4421
H  1.7652  -1.9924  2.6535
H  2.8231  -3.4682  2.5487
C  1.4943  4.5989  0.1205
C  1.8486  3.1985  -0.2597
O  3.2521  3.1566  -0.5983
C  3.9609  2.0413  -0.6073
O  3.5227  0.9733  -0.3246
C  5.4154  2.3955  -1.0440
F  5.8009  3.4921  -0.4785
F  6.3086  1.4143  -0.7113
F  5.5039  2.5164  -2.4281
H  0.4182  4.6409  0.1749
H  1.8300  5.2656  -0.6707
H  1.9423  4.9192  1.0793
H  1.2085  2.7625  -1.0245
H  1.6337  2.5596  0.5662
C  -4.7732  2.1014  6.5078
O  -3.6523  1.2678  6.8178
C  -3.2479  0.2641  6.0942
O  -3.7729  -0.3086  5.1647
O  -2.0292  -0.1763  6.6021
C  -1.4537  -1.4271  6.1064
H  -4.4647  3.1350  6.4371
H  -5.4401  2.0088  7.3258
H  -5.3379  1.8288  5.5472
H  -1.3519  -1.4823  5.0325
H  -2.1318  -2.1960  6.4096
H  -0.4782  -1.5830  6.6167
C  0.1286  -6.0312  -4.3185
O  -0.3186  -4.6307  -4.2799
C  0.6155  -3.6831  -4.0318
O  1.7671  -3.9578  -3.7190
O  0.0789  -2.5141  -3.9775
C  1.0554  -1.4439  -3.7150
H  -0.3310  -6.5599  -3.4600
H  1.2545  -6.0568  -4.2395
H  -0.2622  -6.3297  -5.2731
H  1.7343  -1.7228  -2.9236
H  0.5522  -0.5175  -3.5563
H  1.6277  -1.3243  -4.6809
C  -5.2813  4.9193  -6.3856
O  -4.2762  4.0915  -5.8928
C  -4.5720  3.4568  -4.7722
O  -5.5768  3.6088  -4.1051
O  -3.7057  2.5590  -4.4969
C  -3.8291  1.8279  -3.2559
H  -6.1906  4.3851  -6.5822
H  -4.8994  5.2690  -7.3254
H  -5.5958  5.7593  -5.7530
H  -3.1135  1.0729  -3.3341
H  -4.8252  1.3943  -3.2843
H  -3.6917  2.3970  -2.3629
C  9.1217  -3.9491  -2.1577
O  7.7169  -4.0915  -2.5403
C  6.8338  -3.5953  -1.6651
O  7.0760  -2.9847  -0.6106
O  5.6295  -3.6832  -2.2044
C  4.5443  -3.1825  -1.4483
H  9.6598  -3.8461  -3.1183
H  9.4938  -4.8319  -1.6814
H  9.1811  -3.0815  -1.5578
H  3.6698  -3.3471  -2.0381
H  4.5788  -2.1031  -1.2288
H  4.5232  -3.7573  -0.4859
C  -0.7473  3.8654  -6.3842
O  -0.5919  4.0172  -4.9430
C  -0.4475  2.8246  -4.3291
O  -0.2217  1.7428  -4.8129
O  -0.4917  2.9563  -2.9967
C  -1.0371  4.1141  -2.4146
H  0.2014  3.8162  -6.9193
H  -1.2268  4.7370  -6.6968
H  -1.3875  3.0112  -6.5258
H  -1.7826  3.6885  -1.7192
H  -1.4497  4.7522  -3.1645
H  -0.2562  4.5995  -1.8437
C  -6.8857  3.1715  -0.3590
O  -5.5958  3.3467  0.0989
C  -5.2827  2.7895  1.3059
O  -5.9566  2.1239  2.0136
O  -4.0182  3.1525  1.5027
C  -3.4298  2.7224  2.6816
H  -7.4679  3.9931  0.0681
H  -7.3487  2.3298  0.1055
H  -6.8597  3.3918  -1.4503
H  -3.8617  1.7827  3.0738
H  -3.6467  3.4056  3.4371
H  -2.3880  2.7228  2.4417
C  -0.3227  -4.1693  -0.7076
O  -1.6751  -3.7932  -0.3197
C  -2.0022  -3.3677  0.8981
O  -1.3097  -3.1410  1.8080
O  -3.3198  -3.1853  0.8208
C  -3.9607  -2.7600  2.0229
H  -0.5131  -5.0990  -1.1683
H  0.3980  -4.1799  0.0760
H  0.0782  -3.4373  -1.4450
H  -5.0199  -2.9920  1.9757
H  -3.8057  -1.6944  2.1396
H  -3.5709  -3.2346  2.9256
C  -3.0510  -2.7541  -3.1131
O  -4.1662  -2.5219  -2.2191
C  -4.1488  -1.3818  -1.5946
O  -3.3087  -0.5175  -1.6280
O  -5.3723  -1.3101  -1.0659
C  -5.6796  -0.1965  -0.2118
H  -3.1184  -2.0147  -3.8698
H  -3.2936  -3.6958  -3.5812
H  -2.1040  -2.8352  -2.5936
H  -4.9149  -0.0847  0.5818
H  -6.6160  -0.4331  0.2170
H  -5.6100  0.7024  -0.8185
C  -0.0645  -0.3459  0.7247
C  -0.4932  0.5746  -0.4502
C  -1.1169  1.7727  0.1692
O  -0.4452  1.9367  1.4321
C  -0.0937  0.6233  1.9206
H  0.8882  -0.8164  0.6392
H  -0.7682  -1.1898  0.8790
H  -1.1156  0.1125  -1.2420
H  0.4462  0.8390  -0.9304
H  -2.1475  1.5474  0.3234
H  -1.0891  2.6406  -0.4554
H  -0.7442  0.3778  2.7271
H  0.8235  0.7330  2.4671

***

3.
The following is a DFT calculation (ωB97M-V with the def2-TZVPD basis set) of a 8-piece molecular cluster, C40H77B3N2O24S2 overall.

Values from the calculation:
2S+1 = 1
Kohn-Sham gap = 8.41 eV
lowest unoccupied orbital energy = -0.9 eV
relative energy (zero: lowest compared OMol25 entry of this formula, charge and spin) = 0.000 eV
HOMO energy = -9.4 eV

Positions of all 148 atoms, in Å:
C  5.0691  -3.4038  3.3788
C  5.6051  -3.5454  1.9500
C  5.6514  -2.1960  1.2186
C  5.4860  -2.3095  -0.2997
C  6.2027  -1.2307  -1.1410
C  5.2945  -0.1804  -1.7936
C  5.0925  1.1594  -1.0566
C  5.2902  1.1581  0.4590
C  5.3755  2.5792  1.0323
C  4.0370  3.3124  1.0680
C  3.0308  2.7507  2.0696
C  1.6509  3.4232  1.9503
B  0.6119  2.5611  1.1715
O  1.0356  1.7029  0.1606
B  0.0964  1.1055  -0.6456
O  -1.1938  1.5852  -0.5954
B  -1.6199  1.8867  0.6929
C  -2.9929  1.4067  1.2720
C  -4.2341  1.8101  0.4559
C  -4.2419  1.3722  -1.0056
S  -3.7237  -0.3251  -1.3147
C  -5.0297  -1.2556  -0.6511
S  -6.5757  -0.7764  -0.5310
N  -4.6121  -2.5282  -0.2183
C  -3.7147  -2.8062  0.7902
C  -3.6655  -4.1471  0.8591
N  -4.4793  -4.7204  -0.0857
C  -5.0325  -3.7345  -0.7076
O  -0.7433  2.6202  1.4726
H  5.4698  -4.1610  4.0500
H  5.3812  -2.4366  3.7813
H  3.9798  -3.4176  3.3997
H  5.0096  -4.2627  1.3852
H  6.6297  -3.9136  2.0332
H  4.8481  -1.5708  1.6181
H  6.5947  -1.7021  1.4611
H  5.8264  -3.2937  -0.6273
H  4.4205  -2.2593  -0.5389
H  7.0180  -0.7800  -0.5741
H  6.6819  -1.7671  -1.9639
H  5.7393  0.0631  -2.7620
H  4.3326  -0.6390  -2.0301
H  4.0611  1.4762  -1.2341
H  5.7166  1.9408  -1.4987
H  4.4352  0.6578  0.9180
H  6.1946  0.6241  0.7489
H  5.7546  2.5186  2.0566
H  6.0796  3.1640  0.4357
H  4.2028  4.3607  1.3360
H  3.5791  3.3295  0.0738
H  2.9377  1.6726  1.9284
H  3.4342  2.8913  3.0754
H  1.2427  3.7146  2.9179
H  1.7608  4.3569  1.3830
H  0.3971  0.1783  -1.3236
H  -3.0878  1.8475  2.2656
H  -2.9700  0.3232  1.4131
H  -4.3030  2.8992  0.4714
H  -5.1193  1.4050  0.9457
H  -5.2212  1.5202  -1.4555
H  -3.5210  1.9508  -1.5844
H  -3.2143  -2.0397  1.3538
H  -3.0850  -4.7261  1.5565
H  -5.7380  -3.7827  -1.5202
C  -7.5937  0.5925  2.5805
O  -6.8928  0.8732  3.7975
C  -7.6263  1.4868  4.7249
O  -8.7761  1.8171  4.6102
O  -6.8634  1.6753  5.8017
C  -7.5318  2.3279  6.8853
H  -6.8676  0.1088  1.9314
H  -8.4351  -0.0751  2.7607
H  -7.9458  1.5144  2.1197
H  -8.3803  1.7367  7.2232
H  -7.8707  3.3177  6.5859
H  -6.7956  2.4104  7.6787
C  -8.0995  -3.5524  1.2980
O  -9.3882  -4.0106  0.8724
C  -10.3964  -3.5176  1.5867
O  -10.2995  -2.7473  2.5065
O  -11.5349  -4.0185  1.1090
C  -12.7102  -3.5652  1.7879
H  -7.3753  -4.0176  0.6363
H  -8.0314  -2.4722  1.2097
H  -7.9022  -3.8615  2.3232
H  -12.8128  -2.4853  1.7042
H  -12.6876  -3.8509  2.8375
H  -13.5475  -4.0491  1.2930
C  -14.2842  -5.4010  -1.7039
O  -15.5700  -5.8708  -2.1182
C  -16.5790  -5.3829  -1.4003
O  -16.4802  -4.6200  -0.4743
O  -17.7160  -5.8831  -1.8790
C  -18.8897  -5.4380  -1.1926
H  -13.5603  -5.8735  -2.3602
H  -14.2194  -4.3194  -1.8046
H  -14.0874  -5.6885  -0.6731
H  -18.9897  -4.3571  -1.2662
H  -18.8562  -5.7331  -0.1459
H  -19.7233  -5.9239  -1.6900
C  9.9334  -4.1137  -4.7590
O  9.4147  -3.7543  -6.0440
C  8.5234  -2.7672  -6.0178
O  8.1445  -2.1873  -5.0333
O  8.1214  -2.5298  -7.2641
C  7.1531  -1.4831  -7.3815
H  10.6372  -4.9196  -4.9411
H  10.4440  -3.2685  -4.3018
H  9.1337  -4.4568  -4.1059
H  7.5616  -0.5413  -7.0205
H  6.2522  -1.7305  -6.8238
H  6.9270  -1.4089  -8.4405
C  9.1085  0.6827  -1.8927
O  10.0726  0.1649  -0.9706
C  10.7348  1.0951  -0.2903
O  10.5848  2.2862  -0.3908
O  11.5939  0.4897  0.5285
C  12.3703  1.3994  1.3126
H  8.6435  -0.1739  -2.3713
H  8.3489  1.2595  -1.3667
H  9.5906  1.3006  -2.6476
H  11.7199  2.0026  1.9411
H  12.9717  2.0424  0.6727
H  13.0194  0.7937  1.9369
C  12.2091  5.0179  2.1091
O  13.1642  4.5043  3.0434
C  13.8322  5.4371  3.7195
O  13.6943  6.6259  3.6058
O  14.6812  4.8256  4.5449
C  15.4703  5.7157  5.3398
H  11.7506  4.1539  1.6400
H  11.4456  5.6067  2.6134
H  12.6968  5.6259  1.3499
H  14.8337  6.3300  5.9732
H  16.0826  6.3542  4.7063
H  16.1034  5.0810  5.9519
C  -5.8891  1.6266  -4.4941
O  -5.3848  2.9628  -4.5722
C  -6.2271  3.8339  -5.1276
O  -7.3249  3.5814  -5.5472
O  -5.6429  5.0306  -5.1367
C  -6.4425  6.0696  -5.7109
H  -5.1054  1.0367  -4.0258
H  -6.7895  1.5900  -3.8833
H  -6.1008  1.2325  -5.4858
H  -7.3662  6.1960  -5.1500
H  -6.6722  5.8453  -6.7504
H  -5.8420  6.9716  -5.6483